A structure of composition C14H12F6IrN2O12S2, computed with ωB97M-V/def2-TZVPD.

Geometry as XYZ:
```
49
Properties=species:S:1:pos:R:3
Ir -0.067 0.155 0.298
O 0.038 5.504 2.936
C -0.015 4.277 2.401
C 0.266 3.122 3.139
C 0.211 1.913 2.490
N -0.045 1.882 1.188
C -0.493 2.934 0.507
C -0.466 4.179 1.078
C -1.268 2.476 -0.709
O -1.742 3.224 -1.514
O -1.472 1.157 -0.678
C 0.111 0.523 3.108
O 0.335 0.338 4.273
O -0.369 -0.352 2.248
H 0.327 5.466 3.856
H 0.463 3.144 4.203
H -0.837 5.044 0.546
F 2.906 -2.850 2.194
C 3.761 -2.025 1.615
F 4.772 -2.714 1.105
F 4.221 -1.156 2.507
S 2.925 -1.097 0.257
O 1.832 -0.451 1.030
O 3.912 -0.260 -0.324
N 2.388 -2.174 -0.725
S 0.960 -2.823 -0.625
O -0.103 -1.804 -0.560
O 0.818 -3.927 0.258
C 0.827 -3.504 -2.339
F -0.439 -3.861 -2.535
F 1.602 -4.578 -2.423
F 1.193 -2.625 -3.247
C 1.924 1.102 -3.352
C 0.829 0.527 -2.492
O 1.028 0.832 -1.203
O -0.102 -0.118 -2.900
H 2.896 0.838 -2.938
H 1.844 2.189 -3.354
H 1.822 0.726 -4.366
C -2.969 -1.433 -1.570
C -3.241 -1.293 -0.101
C -4.604 -1.705 0.379
O -2.417 -0.892 0.700
H -3.871 -1.222 -2.144
H -2.705 -2.480 -1.750
H -2.147 -0.807 -1.901
H -5.343 -1.004 -0.017
H -4.641 -1.707 1.465
H -4.856 -2.691 -0.013
```

## Properties
Multiplicity: 2
ΔE to the lowest compared entry with this formula, charge and spin in eV: 0.898
Expectation value of S²: 0.753
E in hartree: -3052.98649
HOMO-LUMO gap (alpha / beta) in eV: 9.0 / 7.4
HOMO level (alpha / beta) in eV: -9.893 / -9.973